Here is a molecular structure, C14H56N2O19STl at a distorted geometry from the Open Molecules 2025 dataset. Energies are from wB97M-V/def2-TZVPD.

Last column: Löwdin charge in e.
Positions of all 93 atoms, in Å:
Tl  -2.72847  1.82644  1.96764  1.213
S  -1.13146  -0.64808  -0.19352  0.348
O  -0.21653  -1.47877  0.62037  -0.321
O  -1.03198  -1.01582  -1.61054  -0.352
O  -2.47657  -0.84164  0.34254  -0.297
O  -0.94038  0.80914  -0.05593  -0.306
C  -2.37927  4.85849  -0.37752  -0.084
O  -1.61033  4.09207  0.55102  -0.305
C  -0.37163  4.74702  0.78740  -0.201
C  0.55915  3.58729  1.12466  -0.170
N  0.19246  2.80812  2.32510  0.007
C  0.16845  3.66679  3.51306  -0.173
C  -0.11966  2.80000  4.72862  -0.225
O  -1.43517  2.30947  4.62178  -0.289
C  -1.85517  1.48008  5.69786  -0.083
H  -2.10098  4.59855  -1.39918  0.103
H  -2.34589  5.92069  -0.13085  0.098
H  -3.44066  4.60828  -0.30154  0.080
H  -0.50193  5.47905  1.58692  0.123
H  0.08853  5.22838  -0.07774  0.137
H  1.59284  3.95092  1.21364  0.135
H  0.57098  2.95382  0.23886  0.100
H  0.98912  2.18853  2.44985  0.132
H  -0.50570  4.51955  3.52860  0.129
H  1.16628  4.07584  3.72587  0.139
H  0.03262  3.35197  5.66270  0.133
H  0.58562  1.96255  4.81942  0.129
H  -2.93528  1.39869  5.62391  0.089
H  -1.63545  1.91619  6.67651  0.097
H  -1.35080  0.51503  5.63360  0.087
C  5.67610  1.98713  -3.38702  -0.065
O  4.42558  1.31187  -3.27353  -0.183
C  3.74415  1.55091  -2.07972  -0.213
C  2.59059  0.52403  -1.97148  -0.150
N  3.14976  -0.80861  -1.97997  0.090
C  2.17008  -1.81340  -2.36368  -0.136
C  2.69990  -3.23259  -2.18807  -0.195
O  3.83918  -3.44194  -2.97165  -0.149
C  4.40819  -4.71672  -2.81061  -0.088
H  6.40748  1.47531  -2.75123  0.094
H  5.60741  3.05102  -3.16929  0.097
H  5.98380  1.71229  -4.39533  0.097
H  3.31735  2.55705  -2.01762  0.133
H  4.38346  1.42461  -1.19573  0.133
H  1.98863  0.70785  -2.87106  0.137
H  2.07269  0.75288  -1.03720  0.126
H  3.97190  -0.85822  -2.58420  0.157
H  1.82915  -1.59625  -3.38656  0.155
H  1.35105  -1.71312  -1.64889  0.107
H  1.91180  -3.95573  -2.41636  0.135
H  2.95662  -3.28887  -1.12157  0.133
H  4.91267  -4.79998  -1.83928  0.096
H  5.16816  -4.92011  -3.55966  0.095
H  3.65446  -5.51019  -2.80297  0.095
C  -1.96101  -4.02928  -1.76040  -0.141
O  -1.03552  -3.41846  -2.59892  -0.080
H  -2.75238  -3.35977  -1.40815  0.081
H  -2.41105  -4.91560  -2.21756  0.095
H  -1.48039  -4.43496  -0.84805  0.088
H  -1.05278  -2.45948  -2.33403  0.019
C  0.71297  -4.65558  1.45681  -0.124
O  -0.46882  -3.86917  1.59588  -0.143
H  0.96898  -4.80394  0.40564  0.072
H  1.49716  -4.08688  1.96412  0.084
H  0.60639  -5.61416  1.95767  0.084
H  -0.29333  -2.95654  1.25528  0.015
O  -0.04909  -0.33545  -4.03450  -0.050
H  -0.18909  -0.80070  -3.19040  -0.011
H  -0.93102  -0.26312  -4.42259  0.070
O  -3.53739  -0.56007  -2.96291  -0.041
H  -4.14403  -1.29798  -2.83384  0.057
H  -2.82171  -0.71125  -2.32724  -0.012
O  -3.62047  1.93042  -0.92604  -0.099
H  -3.65343  1.14971  -1.50433  0.024
H  -4.24389  2.55106  -1.31962  0.056
O  2.39029  -1.35972  0.78426  -0.034
H  1.41242  -1.48081  0.76794  -0.009
H  2.57513  -1.06248  -0.11897  -0.020
O  -5.19291  0.18803  1.16658  -0.105
H  -5.81731  0.59012  0.55257  0.048
H  -5.57677  -0.67092  1.38416  0.055
O  -3.56474  -3.03738  1.42583  -0.068
H  -2.75956  -3.57274  1.37141  0.016
H  -3.32932  -2.18443  1.00533  -0.024
O  -3.54485  -0.47028  3.72723  -0.110
H  -3.41092  -1.29676  3.22950  0.036
H  -3.98613  -0.74302  4.53886  0.059
O  0.23659  2.01623  -2.22510  -0.041
H  -0.03122  1.62563  -1.36875  -0.013
H  -0.01712  1.35925  -2.89429  0.019
O  -0.74267  -0.01838  3.03192  -0.098
H  -0.22895  -0.27474  3.80569  0.061
H  -0.60499  -0.73431  2.39863  0.014

strongest force on any atom = 2.7 eV/Å
net charge = +1
LUMO energy = -9.25 eV

Here is 2 unconnected molecules or ions with the total composition C3H5Cl2N at a distorted geometry from the Open Molecules 2025 dataset. Energies are from wB97M-V/def2-TZVPD.

Last column: Löwdin charge in e.
Positions of all 11 atoms, in Å:
C  1.41615  1.98571  -0.77211  -0.084
C  0.49222  1.29059  -0.22486  -0.535
C  -0.35918  -1.83202  1.34003  -0.738
N  -1.14758  -1.64411  0.36638  -0.099
Cl  -1.18667  1.55213  -0.82276  0.543
Cl  -0.56635  -3.35794  1.91518  0.635
H  2.43228  2.03641  -0.27418  0.099
H  1.25682  2.78209  -1.38726  0.023
H  0.46388  0.40067  0.35309  -0.002
H  -1.19597  -0.78159  -0.25622  0.027
H  -1.60559  -2.43195  -0.23729  0.132

strongest force on any atom = 6.3 eV/Å
LUMO energy = 0.83 eV
energy above the lowest of the compared OMol25 structures with the same formula, charge and spin = 2.751 eV

Calculated values (Ha) of highest occupied orbital energy for the records, taken in order: -0.42776; -0.32653.